# 1
This record from the Open Molecules 2025 dataset describes a 25-piece molecular cluster, C50H150O25 overall at a distorted geometry. The level of theory is wB97M-V/def2-TZVPD.

Last column: Löwdin charge in e.
Positions of all 225 atoms, in Å:
1 C 4.0995 -5.5732 -2.7181  -0.069
2 C 3.2633 -5.2717 -1.4494  -0.330
3 O 2.6175 -6.4624 -1.0093  -0.098
4 H 4.6973 -4.7103 -3.0321  0.054
5 H 3.4214 -5.8198 -3.5384  0.070
6 H 4.7835 -6.4089 -2.5585  0.074
7 H 2.4668 -4.5037 -1.5881  0.103
8 H 3.9135 -4.8323 -0.6596  0.099
9 H 2.0381 -6.1961 -0.2552  0.038
10 C 4.2256 2.2983 4.1165  -0.086
11 C 3.9635 3.6734 4.7009  -0.277
12 O 3.0293 3.4722 5.7939  -0.093
13 H 4.9948 2.2816 3.3594  0.061
14 H 3.3206 1.8716 3.6421  0.068
15 H 4.5224 1.5974 4.9004  0.072
16 H 3.5169 4.3538 3.9616  0.095
17 H 4.9063 4.0985 5.0549  0.112
18 H 3.0451 4.2633 6.3355  0.078
19 C -3.2641 4.6718 -6.8554  -0.096
20 C -3.4090 4.7071 -5.3702  -0.319
21 O -2.1024 4.5478 -4.8313  -0.122
22 H -2.7412 5.5661 -7.2056  0.083
23 H -4.2204 4.6207 -7.3888  0.079
24 H -2.6583 3.8129 -7.1503  0.069
25 H -4.0971 3.8936 -5.0770  0.107
26 H -3.8298 5.6817 -5.0289  0.121
27 H -2.1298 4.3708 -3.8579  0.059
28 C 2.2207 6.7586 1.7399  -0.070
29 C 1.1764 5.8549 2.3699  -0.280
30 O 0.7856 4.8673 1.3915  -0.131
31 H 3.1383 6.2187 1.5208  0.067
32 H 2.4482 7.5965 2.3965  0.075
33 H 1.7840 7.1673 0.8249  0.070
34 H 0.2366 6.3437 2.6683  0.122
35 H 1.5667 5.3555 3.2720  0.093
36 H 0.0690 4.3799 1.8541  0.038
37 C 2.9947 -0.5176 -2.2795  -0.085
38 C 4.2231 -1.3496 -2.5560  -0.260
39 O 4.6947 -1.8471 -1.2736  -0.096
40 H 2.1504 -1.1265 -1.9049  0.079
41 H 2.6144 -0.0242 -3.1884  0.070
42 H 3.1584 0.2826 -1.5557  0.057
43 H 4.9789 -0.7041 -3.0351  0.102
44 H 4.0074 -2.2022 -3.2154  0.105
45 H 5.1696 -2.6698 -1.4501  0.084
46 C 0.8149 -1.8646 -6.2690  -0.092
47 C 1.3670 -2.8245 -5.2447  -0.338
48 O 2.1040 -3.8961 -5.7806  -0.067
49 H -0.0276 -2.3047 -6.8106  0.077
50 H 1.5721 -1.5210 -6.9882  0.083
51 H 0.4220 -0.9541 -5.7950  0.056
52 H 0.5740 -3.1438 -4.5525  0.109
53 H 2.0771 -2.2556 -4.6049  0.096
54 H 1.5613 -4.3713 -6.4158  0.085
55 C -2.8739 1.0089 -4.1698  -0.081
56 C -2.0935 -0.1525 -3.6171  -0.310
57 O -2.4885 -0.4875 -2.2899  -0.097
58 H -2.7328 1.8572 -3.4898  0.064
59 H -3.9458 0.7754 -4.1799  0.066
60 H -2.5370 1.3111 -5.1675  0.078
61 H -1.0194 0.0793 -3.5472  0.106
62 H -2.1804 -1.0416 -4.2752  0.115
63 H -3.4012 -0.7784 -2.2704  0.027
64 C -4.3402 -3.2649 2.6299  -0.069
65 C -3.0194 -2.9619 1.9336  -0.271
66 O -2.3769 -1.8746 2.6428  -0.130
67 H -4.9726 -3.9194 2.0271  0.075
68 H -4.9029 -2.3376 2.7707  0.062
69 H -4.2326 -3.7325 3.6064  0.067
70 H -3.0894 -2.5983 0.9062  0.099
71 H -2.4273 -3.8729 1.9095  0.094
72 H -1.5122 -1.7503 2.1647  0.051
73 C 4.5613 -1.1990 2.2577  -0.059
74 C 3.2940 -0.7712 1.5663  -0.298
75 O 2.6117 -1.8317 0.8874  -0.109
76 H 5.2767 -1.5738 1.5382  0.069
77 H 4.3690 -1.9313 3.0425  0.071
78 H 4.9952 -0.3138 2.7268  0.067
79 H 3.5370 0.0193 0.8638  0.073
80 H 2.6579 -0.3459 2.3478  0.102
81 H 3.1031 -1.9203 0.0461  0.062
82 C -0.2336 3.1462 5.2486  -0.086
83 C -0.3259 2.6580 3.8271  -0.295
84 O -0.9850 3.5450 2.9159  -0.115
85 H -1.2276 3.2917 5.7019  0.078
86 H 0.2770 4.1178 5.2608  0.067
87 H 0.3347 2.4577 5.8715  0.064
88 H -0.8290 1.6765 3.8642  0.092
89 H 0.6976 2.5277 3.4415  0.108
90 H -1.9543 3.3476 2.8350  0.063
91 C 0.9518 6.4201 -2.4645  -0.065
92 C 1.7426 5.2127 -1.9815  -0.294
93 O 0.9408 4.2564 -1.2843  -0.127
94 H 0.6521 7.0446 -1.6217  0.067
95 H 0.0436 6.0917 -2.9720  0.066
96 H 1.5411 7.0463 -3.1484  0.082
97 H 2.5759 5.5175 -1.3381  0.107
98 H 2.2269 4.7071 -2.8194  0.104
99 H 0.9161 4.4723 -0.3220  0.055
100 C -0.2956 -4.7515 -0.2246  -0.084
101 C 0.4652 -4.6419 1.0555  -0.312
102 O 1.0222 -5.9314 1.2747  -0.105
103 H -0.5589 -3.7581 -0.6204  0.079
104 H -1.2023 -5.3512 -0.0991  0.078
105 H 0.3421 -5.2349 -0.9752  0.070
106 H -0.1938 -4.3621 1.9046  0.107
107 H 1.2847 -3.9018 1.0277  0.098
108 H 1.4210 -5.9393 2.1782  0.055
109 C 4.1363 -5.5396 3.1569  -0.072
110 C 3.1384 -5.3150 4.2632  -0.283
111 O 1.9220 -6.0015 3.8826  -0.107
112 H 3.7928 -5.0538 2.2301  0.072
113 H 4.2775 -6.6077 2.9906  0.084
114 H 5.0787 -5.0919 3.4939  0.080
115 H 2.9349 -4.2588 4.4629  0.091
116 H 3.4528 -5.7318 5.2232  0.113
117 H 1.3021 -5.8799 4.6213  0.056
118 C -2.6379 -5.9685 -2.8083  -0.084
119 C -2.9060 -4.5228 -2.5351  -0.338
120 O -4.1152 -4.1692 -3.2014  -0.084
121 H -2.3367 -6.1131 -3.8416  0.076
122 H -3.5293 -6.5742 -2.5916  0.087
123 H -1.8166 -6.3234 -2.1787  0.064
124 H -2.0569 -3.8829 -2.8560  0.113
125 H -3.0622 -4.3340 -1.4608  0.094
126 H -4.2479 -3.2305 -3.0731  0.021
127 C 1.1374 -2.0560 4.3665  -0.072
128 C 1.5914 -0.7984 5.0751  -0.308
129 O 2.9667 -0.9490 5.3596  -0.071
130 H 1.5968 -2.2582 3.4065  0.061
131 H 0.0718 -2.0246 4.1192  0.054
132 H 1.2709 -2.9543 4.9883  0.070
133 H 0.9893 -0.6597 6.0052  0.113
134 H 1.4128 0.0982 4.4699  0.096
135 H 3.2874 -0.1584 5.8008  0.071
136 C 1.5161 1.7547 -6.2728  -0.103
137 C 0.4241 2.4215 -5.5510  -0.348
138 O -0.2031 3.2982 -6.4627  -0.089
139 H 1.1003 1.2175 -7.1358  0.080
140 H 2.0207 1.0129 -5.6422  0.055
141 H 2.2750 2.4518 -6.6391  0.085
142 H 0.8679 2.9200 -4.6703  0.116
143 H -0.3827 1.8176 -5.1499  0.083
144 H -0.7666 3.8676 -5.8920  0.043
145 C 3.8259 2.7792 0.1400  -0.072
146 C 5.1110 1.9825 -0.0531  -0.310
147 O 5.9899 2.8093 -0.8201  -0.080
148 H 3.2118 2.3136 0.9147  0.055
149 H 3.1975 2.8606 -0.7499  0.066
150 H 4.0447 3.7746 0.5467  0.079
151 H 4.9249 1.0340 -0.5861  0.088
152 H 5.6141 1.7174 0.8933  0.108
153 H 6.7025 2.2209 -1.0433  0.069
154 C -4.6370 0.7352 1.7421  -0.071
155 C -3.8049 1.3315 2.8692  -0.237
156 O -3.5835 2.7860 2.7012  -0.109
157 H -4.1352 0.8979 0.7784  0.072
158 H -5.5919 1.2871 1.7253  0.079
159 H -4.8345 -0.3391 1.8913  0.060
160 H -2.8118 0.8819 2.8466  0.095
161 H -4.2369 1.1602 3.8505  0.112
162 H -4.4244 3.2438 2.8322  0.098
163 C 4.8808 2.1467 -4.0091  -0.079
164 C 6.3727 1.9173 -4.2523  -0.340
165 O 6.6823 1.5399 -5.5576  -0.063
166 H 4.5312 3.0067 -4.5566  0.072
167 H 4.7210 2.3496 -2.9421  0.058
168 H 4.2578 1.2688 -4.2577  0.054
169 H 6.7301 1.1712 -3.5200  0.098
170 H 6.9303 2.8472 -4.0291  0.123
171 H 6.0445 0.9597 -5.9727  0.081
172 C -2.1205 0.4921 6.7226  -0.079
173 C -1.8286 -0.6006 5.7313  -0.351
174 O -3.0675 -1.1790 5.3689  -0.096
175 H -1.1935 0.9563 7.0581  0.061
176 H -2.6118 0.0848 7.6081  0.080
177 H -2.7502 1.2544 6.2415  0.076
178 H -1.2282 -1.4418 6.1428  0.105
179 H -1.3014 -0.1737 4.8767  0.085
180 H -2.9197 -1.5562 4.4792  0.039
181 C -6.1903 1.9974 -1.4031  -0.095
182 C -7.3426 2.3897 -2.2815  -0.328
183 O -8.5378 2.7674 -1.6194  -0.061
184 H -5.2822 1.7388 -1.9439  0.071
185 H -6.4734 1.1091 -0.8272  0.057
186 H -5.9435 2.7646 -0.6608  0.074
187 H -7.5562 1.5997 -3.0124  0.107
188 H -7.0287 3.2614 -2.8423  0.109
189 H -8.7713 2.1018 -0.9702  0.077
190 C -5.5544 -1.8918 -0.7725  -0.077
191 C -6.2221 -1.6752 -2.1281  -0.256
192 O -5.1698 -1.4312 -3.0891  -0.116
193 H -6.3068 -1.8640 0.0175  0.087
194 H -4.8692 -1.0653 -0.5749  0.054
195 H -4.9933 -2.8263 -0.7012  0.069
196 H -6.8744 -0.7883 -2.1773  0.100
197 H -6.7860 -2.6046 -2.2959  0.122
198 H -5.4862 -1.4328 -3.9992  0.109
199 C -1.3706 -4.6717 5.3876  -0.071
200 C -0.8546 -5.3747 6.6305  -0.281
201 O 0.5860 -5.4367 6.5639  -0.092
202 H -2.4624 -4.5891 5.3971  0.081
203 H -1.0713 -5.1882 4.4760  0.076
204 H -0.9425 -3.6699 5.3801  0.047
205 H -1.2738 -6.3939 6.6753  0.114
206 H -1.1673 -4.8344 7.5280  0.112
207 H 0.9539 -5.8539 7.3445  0.089
208 C 0.1920 0.9073 0.2869  -0.050
209 C -0.4672 -0.4201 0.1093  -0.272
210 O -0.1005 -1.3503 1.1621  -0.123
211 H -0.1376 1.4029 1.2087  0.071
212 H -0.0027 1.6172 -0.5323  0.081
213 H 1.2714 0.7654 0.3614  0.055
214 H -0.2658 -0.8245 -0.8947  0.104
215 H -1.5576 -0.3359 0.1978  0.099
216 H 0.8027 -1.7094 1.0052  0.048
217 C -3.4987 4.6950 -0.7797  -0.068
218 C -2.4166 3.6721 -1.0173  -0.305
219 O -1.6582 4.0420 -2.1565  -0.125
220 H -3.9960 4.4974 0.1734  0.063
221 H -4.2293 4.6085 -1.5844  0.069
222 H -3.0235 5.6826 -0.7664  0.086
223 H -2.8106 2.6641 -1.1992  0.098
224 H -1.7361 3.5980 -0.1559  0.109
225 H -0.7140 4.1177 -1.8897  0.049

Calculated values
Lowest unoccupied orbital energy ... 0.3 eV
Frontier orbital gap ... 9.68 eV
Calculated total energy ... -3875.8529 Eh
Maximum force ... 1.8 eV Å⁻¹
Energy above the lowest of the compared OMol25 structures with the same formula, charge and spin ... 0.000 eV
Net charge ... 0


# 2
This record from the Open Molecules 2025 dataset describes C17H38BBr2FNbO6 as an isolated structure at a distorted geometry. The level of theory is wB97M-V/def2-TZVPD.

Last column: Löwdin charge in e.
Positions of all 66 atoms, in Å:
1 C 1.6169 -1.5899 0.1316  -0.119
2 C 0.1281 -1.7739 -0.2222  -0.209
3 B -0.4578 -0.6219 -1.1638  -0.554
4 O -0.3936 -0.9170 -2.5075  0.028
5 Nb -1.2869 1.4374 -0.4123  1.566
6 C 0.2657 1.6309 1.2710  -0.287
7 C 0.0819 0.7737 2.4667  -0.315
8 F 0.9734 1.1304 3.5310  -0.124
9 C 0.0196 2.2185 -2.0901  -0.357
10 C 1.4329 2.6816 -1.7359  -0.291
11 C 2.4361 1.5353 -1.7488  -0.263
12 O 3.3436 1.5122 -0.6448  -0.096
13 C -2.6642 0.1126 0.8123  -0.342
14 C -3.8415 -0.6024 0.1150  -0.300
15 C -5.0178 -0.8924 1.0556  -0.214
16 C -4.8741 -2.2134 1.7771  -0.273
17 O -5.1174 -3.3263 0.9113  -0.072
18 C -2.4238 3.4555 -0.2519  -0.849
19 Br -1.1668 4.9923 -0.2628  0.561
20 C -3.4327 3.7001 0.8375  -0.898
21 C -4.6856 2.8550 0.6093  -0.145
22 Br -2.7298 3.4820 2.6553  0.647
23 H 1.9276 -0.5500 0.1065  0.035
24 H 2.2580 -2.1342 -0.5544  0.062
25 H 1.8321 -1.9614 1.1294  0.071
26 H 0.0267 -2.7151 -0.7714  0.085
27 H -0.4447 -1.9077 0.6910  0.060
28 H 0.1596 -1.6911 -2.6579  0.079
29 H -2.4684 1.0821 -1.7840  -0.035
30 H 1.2673 1.4376 0.8891  0.021
31 H 0.2132 2.6800 1.5758  0.028
32 H 0.3052 -0.2691 2.2608  0.083
33 H -0.9088 0.8475 2.9046  0.067
34 H 0.0888 1.5039 -2.9070  0.029
35 H -0.5463 3.0599 -2.4933  0.018
36 H 1.4828 3.2224 -0.7903  0.068
37 H 1.7614 3.4007 -2.4892  0.098
38 H 1.9197 0.5788 -1.7764  0.083
39 H 3.0347 1.5984 -2.6577  0.111
40 H 3.2082 2.2977 -0.1163  0.073
41 H -3.0299 0.6343 1.6993  0.017
42 H -2.0125 -0.6774 1.1923  0.012
43 H -3.4851 -1.5599 -0.2573  0.097
44 H -4.2010 -0.0180 -0.7222  0.052
45 H -5.0813 -0.1216 1.8239  0.095
46 H -5.9674 -0.8812 0.5223  0.108
47 H -3.8592 -2.2644 2.1703  0.115
48 H -5.5704 -2.2720 2.6109  0.105
49 H -4.2977 -3.7927 0.7855  0.067
50 H -2.9920 3.6108 -1.1658  0.015
51 H -3.7184 4.7453 0.8260  0.042
52 H -4.5410 2.1527 -0.2051  0.055
53 H -5.5113 3.5092 0.3455  0.074
54 H -4.9673 2.3266 1.5100  0.043
55 C 6.8262 -5.1140 -0.3950  -0.052
56 O 7.0951 -3.7135 -0.4325  -0.005
57 C 5.9995 -2.9545 -0.5761  -0.628
58 O 4.8771 -3.3764 -0.6735  0.121
59 O 6.3735 -1.6860 -0.5954  0.010
60 C 5.2942 -0.7390 -0.7249  -0.033
61 H 7.7911 -5.5983 -0.2765  0.089
62 H 6.1811 -5.3604 0.4461  0.096
63 H 6.3571 -5.4418 -1.3207  0.094
64 H 4.6103 -0.8039 0.1155  0.090
65 H 4.7525 -0.9061 -1.6529  0.099
66 H 5.7530 0.2419 -0.7427  0.088

Calculated values
Lowest unoccupied orbital energy ... 2.4 eV
Frontier orbital gap ... 7.03 eV
Calculated total energy ... -6451.5879 Eh
Maximum force ... 3.0 eV Å⁻¹
Energy above the lowest of the compared OMol25 structures with the same formula, charge and spin ... 0.000 eV
Net charge ... -1


# 3
This record from the Open Molecules 2025 dataset describes one molecule with the formula C27H28N2O4. The level of theory is wB97M-V/def2-TZVPD.

Last column: Löwdin charge in e.
Positions of all 61 atoms, in Å:
1 C 2.7380 0.5739 2.1435  -0.085
2 C 2.8727 -0.3480 0.9394  -0.182
3 C 1.8261 -1.4706 0.9899  -0.197
4 C 0.5142 -1.0101 0.3660  -0.419
5 O 0.4505 -0.3593 -0.6507  0.096
6 N -0.5858 -1.5065 1.0076  0.151
7 C -1.9145 -1.3455 0.6304  -0.138
8 C -2.7723 -2.4314 0.8371  0.004
9 C -4.0776 -2.4222 0.4053  -0.011
10 C -4.5633 -1.3026 -0.2698  -0.138
11 C -5.9382 -1.2365 -0.7991  -0.490
12 O -6.4035 -0.2903 -1.3870  0.103
13 O -6.6544 -2.3492 -0.5685  0.107
14 C -3.7397 -0.1970 -0.4320  0.067
15 C -2.4325 -0.1780 0.0428  -0.128
16 N -1.7380 1.0281 -0.0738  0.145
17 C -0.8902 1.5776 0.8345  -0.432
18 O -0.5725 1.0273 1.8683  0.086
19 C -0.3649 2.9676 0.4804  -0.195
20 C -1.3848 3.9030 -0.1833  -0.206
21 C -2.6321 4.0984 0.6721  -0.086
22 C 0.8848 2.8239 -0.3603  -0.191
23 C 2.1032 3.2658 0.1395  -0.046
24 C 3.2623 3.1422 -0.6058  -0.089
25 C 3.2180 2.5722 -1.8658  -0.092
26 C 2.0068 2.1376 -2.3757  -0.075
27 C 0.8481 2.2646 -1.6314  -0.048
28 C 2.2587 -2.6858 0.2039  -0.192
29 C 2.3556 -3.9286 0.8155  -0.039
30 C 2.7565 -5.0393 0.0931  -0.088
31 C 3.0582 -4.9197 -1.2520  -0.095
32 C 2.9561 -3.6846 -1.8708  -0.073
33 C 2.5591 -2.5743 -1.1487  -0.023
34 H 3.4214 1.4141 2.0528  0.066
35 H 2.9708 0.0397 3.0632  0.076
36 H 1.7217 0.9535 2.2134  0.056
37 H 3.8725 -0.7884 0.9178  0.122
38 H 2.7311 0.2232 0.0206  0.098
39 H 1.6613 -1.7542 2.0335  0.140
40 H -0.4270 -2.1676 1.7545  0.153
41 H -2.3769 -3.3091 1.3285  0.117
42 H -4.7181 -3.2741 0.5642  0.117
43 H -7.5439 -2.2446 -0.9402  0.133
44 H -4.1490 0.6749 -0.9225  0.131
45 H -2.0391 1.6129 -0.8392  0.132
46 H -0.0753 3.4097 1.4405  0.150
47 H -1.6607 3.5431 -1.1775  0.105
48 H -0.8959 4.8697 -0.3293  0.124
49 H -3.1466 3.1558 0.8461  0.069
50 H -3.3231 4.7818 0.1836  0.074
51 H -2.3643 4.5176 1.6394  0.080
52 H 2.1465 3.7080 1.1247  0.116
53 H 4.2019 3.4881 -0.1995  0.103
54 H 4.1227 2.4663 -2.4466  0.101
55 H 1.9630 1.6897 -3.3575  0.105
56 H -0.0790 1.9032 -2.0462  0.108
57 H 2.1267 -4.0299 1.8679  0.109
58 H 2.8330 -5.9992 0.5828  0.100
59 H 3.3704 -5.7860 -1.8163  0.099
60 H 3.1866 -3.5870 -2.9215  0.103
61 H 2.4648 -1.6142 -1.6320  0.115

Calculated values
Lowest unoccupied orbital energy ... 0.4 eV
Frontier orbital gap ... 8.96 eV
Calculated total energy ... -1456.2314 Eh
Maximum force ... 0.7 eV Å⁻¹
SMILES ... CC[C@@H](C(=O)Nc1ccc(C(=O)O)cc1NC(=O)[C@H](CC)c1ccccc1)c1ccccc1
Energy above the lowest of the compared OMol25 structures with the same formula, charge and spin ... 0.330 eV
Net charge ... 0


# 4
This record from the Open Molecules 2025 dataset describes a 2-piece molecular cluster, CH3OS overall at a distorted geometry. The level of theory is wB97M-V/def2-TZVPD.

Last column: Löwdin charge in e.
Positions of all 6 atoms, in Å:
1 O -0.4231 1.2769 1.8119  -0.081
2 C -0.6019 0.4136 0.9861  -0.237
3 H 0.0034 0.2469 0.0151  -0.179
4 H -1.3559 -0.4023 1.1934  0.065
5 S 0.6438 -0.6250 -1.6351  -0.124
6 H 1.7337 -0.9101 -2.3713  -0.444

Calculated values
Lowest unoccupied orbital energy ... 4.3 eV
Frontier orbital gap ... 7.23 eV
Calculated total energy ... -513.3279 Eh
Maximum force ... 1.7 eV Å⁻¹
Energy above the lowest of the compared OMol25 structures with the same formula, charge and spin ... 0.273 eV
Net charge ... -1


Number 3 is which compound?
C27H28N2O4